DFT (wB97M-V/def2-TZVPD) results for 4 unconnected molecules or ions with the total composition C3H15NO3S.

Charge: 0
Total energy, Eh: -801.9086
LUMO energy, Ha: 0.0140
ΔE to the lowest compared entry with this formula, charge and spin, kcal/mol: 25.8
Max |F|, Eh/bohr: 0.0470
Frontier orbital gap, Ha: 0.33566

```
23
C3H15NO3S wB97M-V/def2-TZVPD
C -0.64 2.41 1.61
N -0.18 1.21 0.95
C 1.27 1.18 0.86
C 1.70 -0.16 0.21
S 3.27 -0.86 0.75
H -1.38 2.97 1.03
H 0.10 3.18 1.87
H -1.19 2.26 2.54
H -0.49 0.32 1.29
H 1.68 2.01 0.29
H 1.76 1.10 1.85
H 0.98 -0.98 0.20
H 1.81 0.05 -0.84
H 2.85 -1.34 1.93
O -0.94 -2.92 -1.59
H -0.94 -3.44 -0.77
H -0.60 -3.61 -2.18
O -2.95 1.78 -1.12
H -3.89 2.01 -1.12
H -2.85 1.47 -0.21
O -3.35 -1.06 -2.00
H -2.68 -1.51 -1.50
H -3.00 -0.94 -2.88
```

---

DFT (wB97M-V/def2-TZVPD) results for 4 unconnected molecules or ions with the total composition C3H15NO3S.

Charge: 0
Total energy, Eh: -801.9444
LUMO energy, Ha: 0.0227
ΔE to the lowest compared entry with this formula, charge and spin, kcal/mol: 3.3
Max |F|, Eh/bohr: 0.0418
Frontier orbital gap, Ha: 0.34664

```
23
C3H15NO3S wB97M-V/def2-TZVPD
C -0.96 -2.15 -0.46
N 0.38 -1.50 -0.17
C 0.69 -0.47 -1.14
C 1.95 0.28 -0.66
S 2.33 1.74 -1.69
H -1.63 -1.30 -0.29
H -1.02 -2.52 -1.49
H -1.06 -3.00 0.22
H 0.99 -2.32 -0.22
H -0.11 0.27 -1.20
H 0.94 -0.77 -2.17
H 2.86 -0.33 -0.74
H 1.84 0.56 0.39
H 1.42 2.53 -1.08
O -0.26 2.27 0.97
H -0.15 1.39 1.42
H -0.52 2.90 1.64
O -2.42 1.01 -0.13
H -1.82 1.46 0.52
H -3.31 1.30 0.04
O 0.10 -0.05 2.25
H 0.19 -0.52 1.36
H -0.43 -0.78 2.60
```

---

DFT (wB97M-V/def2-TZVPD) results for 5 unconnected molecules or ions with the total composition C3H15NO5S2.

Charge: 0
Total energy, Eh: -1350.5807
LUMO energy, Ha: -0.0033
ΔE to the lowest compared entry with this formula, charge and spin, kcal/mol: 0.0
Max |F|, Eh/bohr: 0.0537
Frontier orbital gap, Ha: 0.33984

```
26
C3H15NO5S2 wB97M-V/def2-TZVPD
N 0.93 -2.30 -0.44
C 0.85 -0.91 0.07
C 1.09 -0.05 -1.19
O 1.40 1.11 -1.15
C 1.89 -0.64 1.13
S 1.69 -1.55 2.67
S -0.24 -2.11 2.79
H 1.76 -2.82 -0.19
H 0.14 -2.84 -0.11
H -0.21 -0.78 0.28
H 1.06 -0.67 -2.11
H 1.99 0.46 1.23
H 2.92 -0.62 0.74
H -0.28 -3.36 2.27
O -1.85 2.90 -1.17
H -1.09 2.44 -1.54
H -2.34 2.13 -0.83
O -1.09 -0.47 -3.94
H -0.56 -0.83 -3.23
H -1.21 0.47 -3.80
O 0.73 1.97 1.71
H -0.07 1.59 2.10
H 0.43 2.76 1.26
O -2.72 1.25 0.79
H -2.68 0.72 1.60
H -2.52 2.16 1.05
```

---

DFT (wB97M-V/def2-TZVPD) results for 2 unconnected molecules or ions with the total composition C3H15NSi3.

Charge: 0
Total energy, Eh: -1046.3380
LUMO energy (spin up / spin down), Ha: -0.0158 / -0.0623
ΔE to the lowest compared entry with this formula, charge and spin, kcal/mol: 122.4
Max |F|, Eh/bohr: 0.0545
Frontier orbital gap (spin up / spin down), Ha: 0.31448 / 0.18413

```
22
C3H15NSi3 wB97M-V/def2-TZVPD
C -2.72 -0.59 -0.44
C -1.62 -1.53 -0.05
C -1.01 -1.13 1.26
N 1.21 -0.41 -0.51
Si 4.42 0.53 -0.68
Si -0.41 2.52 0.74
Si 0.30 0.29 0.80
H -3.36 -0.99 -1.32
H -3.27 -0.45 0.46
H -2.47 0.44 -0.65
H -1.95 -2.64 -0.05
H -0.89 -1.74 -0.78
H -0.58 -1.95 1.84
H -1.78 -0.61 1.90
H 0.76 -1.17 -1.00
H 2.08 -0.10 -0.85
H 5.73 0.31 -1.28
H 3.61 0.29 -2.01
H 3.81 -0.55 0.06
H -1.31 2.66 1.86
H 0.47 3.58 1.24
H -1.04 3.22 -0.56
```

---

DFT (wB97M-V/def2-TZVPD) results for 3 unconnected molecules or ions with the total composition C3H16N2O2.

Charge: +3
Total energy, Eh: -382.5856
LUMO energy (spin up / spin down), Ha: -0.3924 / -0.7160
Max |F|, Eh/bohr: 0.0648
Frontier orbital gap (spin up / spin down), Ha: 0.48130 / 0.06717
Multiplicity: 2

```
23
C3H16N2O2 wB97M-V/def2-TZVPD
C 0.03 0.57 1.23
C 0.02 -0.89 0.77
C 0.12 -1.21 -0.76
N -0.90 -0.48 -1.54
N 1.31 0.88 2.02
H -0.80 0.79 1.98
H -0.05 1.34 0.47
H -0.92 -1.31 1.18
H 0.81 -1.45 1.34
H 1.09 -0.83 -1.11
H 0.25 -2.30 -0.85
H -0.74 0.55 -1.54
H -0.85 -0.66 -2.56
H -1.80 -0.74 -1.16
H 1.46 1.86 2.28
H 2.08 0.61 1.40
H 1.25 0.33 2.88
H 4.06 2.06 0.74
H 3.12 3.01 0.04
O 3.13 2.11 0.44
H -4.32 -0.88 -1.40
H -4.15 -2.23 -2.06
O -3.67 -1.36 -1.99
```